[1]
DFT (wB97M-V/def2-TZVPD) results for a gas-phase ion, C3H9N3 (charge +1) at a distorted geometry.

Geometry as XYZ:
```
15
C3H9N3 | OMol25 | wB97M-V/def2-TZVPD
C 2.2507 -0.4279 0.2130
C 0.8860 0.1896 0.4636
N -0.1264 -0.5318 -0.3110
C -1.3738 0.0176 -0.5081
N -1.8418 0.9920 0.3066
N -2.0667 -0.6283 -1.4148
H 2.2883 -1.3291 0.8221
H 2.4569 -0.5022 -0.8554
H 3.1598 0.1217 0.4800
H 0.8436 1.2012 0.0498
H 0.5882 0.0959 1.5163
H -0.1372 -1.5505 -0.2516
H -2.7681 1.2773 0.0616
H -1.1560 1.3059 0.9591
H -3.0035 -0.2314 -1.5312
```

- 2S+1: 2
- Net charge: +1
- HOMO (spin up / spin down): -15.98 / -15.21 eV
- Expectation value of S²: 0.7707
- Maximum force: 3.219 eV Å⁻¹
- Molar mass: 87.126 g mol⁻¹
- ΔE to the lowest compared entry with this formula, charge and spin: 10.9 kcal per mole
- Electronic energy: -7718.585 eV

Formally, the natural (NBO) partial charges of the atoms, in units of the elementary charge, are as follows: -0.644 -0.260 -0.412 0.540 -0.732 -0.343 0.229 0.243 0.264 0.225 0.222 0.443 0.439 0.436 0.351

[2]
DFT (wB97M-V/def2-TZVPD) results for a single C8H10 molecule at a distorted geometry.

Geometry as XYZ:
```
18
C8H10 | OMol25 | wB97M-V/def2-TZVPD
C 1.7873 -0.3022 -0.6427
C 2.1166 0.3644 0.4133
C 0.7678 -1.3931 -0.5006
C -0.0522 1.5445 1.3282
C 1.3270 0.6507 1.5886
C -0.5401 -0.6823 0.1633
C -0.1688 0.1239 1.4058
C -1.3155 0.1357 -0.7627
H 2.2479 -0.0879 -1.5683
H 0.5303 -1.8204 -1.4507
H 1.3149 -2.1675 0.1815
H -0.2453 2.1200 2.1324
H -0.0095 2.0561 0.3256
H 1.7891 0.5643 2.6170
H -0.9840 -1.6563 0.3343
H -0.8311 1.0631 -1.2286
H -2.1945 0.6126 -0.2132
H -1.6891 -0.4720 -1.6140
```

- 2S+1: 1
- Net charge: 0
- HOMO (spin up / spin down): -7.61 / -8.07 eV
- Maximum force: 4.238 eV Å⁻¹
- Molar mass: 106.168 g mol⁻¹
- ΔE to the lowest compared entry with this formula, charge and spin: 152.1 kcal per mole
- Electronic energy: -8451.674 eV

Formally, the natural (NBO) partial charges of the atoms, in units of the elementary charge, are as follows: -0.297 0.086 -0.405 -0.394 -0.332 -0.303 0.043 -0.623 0.223 0.212 0.228 0.223 0.203 0.245 0.244 0.211 0.221 0.215

[3]
DFT (wB97M-V/def2-TZVPD) results for 11 unconnected molecules or ions with the total composition C46H85NO32 at a distorted geometry.

Geometry as XYZ:
```
164
C46H85NO32 | OMol25 | wB97M-V/def2-TZVPD
O -0.6165 3.6042 0.7018
N -0.6055 4.7378 0.2636
O -0.6838 5.0097 -0.9225
C -0.4760 5.8415 1.1934
C 0.1207 5.6144 2.4296
C 0.1906 6.6086 3.3895
C -0.3937 7.8447 3.0903
C -1.0414 8.0632 1.8957
C -1.0333 7.0791 0.9207
H 0.5267 4.6287 2.6224
H 0.6845 6.4185 4.3300
H -0.3964 8.5935 3.8734
H -1.6000 8.9827 1.7893
H -1.5486 7.2468 -0.0165
C 2.0744 -1.8694 4.2022
C 1.8483 -3.2544 4.8007
O 3.0316 -3.9920 5.0515
C 3.6685 -4.5176 3.9930
O 3.4271 -4.2165 2.8540
O 4.5577 -5.3742 4.4409
C 5.2761 -6.1208 3.4341
H 2.5584 -1.2640 4.9689
H 1.1547 -1.3455 3.9520
H 2.6588 -1.9551 3.2876
H 1.1633 -3.8322 4.1748
H 1.3736 -3.1436 5.7730
H 4.8586 -7.1184 3.3494
H 6.2945 -6.1529 3.8176
H 5.2801 -5.5824 2.4974
C -0.4673 1.2887 -2.0684
C -0.4119 0.8434 -0.6147
O -0.1868 -0.5791 -0.6540
C 0.1095 -1.1865 0.4910
O 0.0957 -0.6906 1.5904
O 0.5075 -2.4135 0.1891
C 0.5325 -3.4148 1.2171
H -0.5790 2.3687 -2.1641
H -1.3699 0.8932 -2.5383
H 0.4230 0.9638 -2.6031
H -1.3331 1.0575 -0.0791
H 0.4477 1.3545 -0.1778
H 0.3494 -2.9707 2.1904
H 1.4660 -3.9741 1.2051
H -0.2121 -4.1432 0.9118
C -4.2957 -1.8489 -1.6249
C -3.6951 -0.5393 -1.1907
O -3.8258 0.4052 -2.2763
C -3.7408 1.6811 -1.9211
O -3.6438 2.0990 -0.7982
O -3.6952 2.4352 -3.0239
C -3.2287 3.7579 -2.8700
H -4.0387 -2.0825 -2.6545
H -5.3851 -1.8269 -1.5259
H -3.9842 -2.6630 -0.9764
H -2.6391 -0.6975 -0.9639
H -4.1829 -0.1172 -0.3172
H -3.9259 4.4654 -2.4114
H -3.0835 4.1688 -3.8688
H -2.2929 3.7795 -2.3141
C -0.0941 7.9746 -4.8288
C 0.8193 7.0430 -5.6381
O 1.7042 6.3441 -4.7552
C 1.2431 5.3294 -4.0382
O 0.0751 5.0691 -3.8934
O 2.2732 4.6809 -3.5250
C 1.9274 3.7396 -2.5202
H -0.5935 8.6947 -5.4795
H 0.4378 8.4688 -4.0192
H -0.9194 7.4232 -4.3722
H 1.4439 7.7334 -6.1986
H 0.2983 6.3120 -6.2503
H 1.2233 4.1368 -1.7904
H 2.8081 3.4784 -1.9319
H 1.5895 2.8035 -2.9544
C -0.4006 2.0912 -5.6843
C -1.0168 3.3082 -6.3128
O -1.7520 2.9159 -7.4726
C -1.4219 3.4717 -8.6403
O -0.6372 4.3644 -8.8221
O -2.1516 2.8737 -9.5766
C -1.9963 3.3709 -10.9022
H 0.0955 1.4081 -6.3730
H -1.1766 1.5531 -5.1269
H 0.3646 2.2711 -4.9244
H -0.1842 3.9539 -6.6155
H -1.6143 3.9534 -5.6742
H -2.7975 2.8957 -11.4611
H -1.0378 3.0689 -11.3277
H -2.0449 4.4566 -10.9575
C -6.7961 -4.6749 0.3047
C -6.6178 -3.5486 1.3111
O -5.3344 -3.6564 1.9180
C -4.6055 -2.5247 1.9953
O -4.9406 -1.4621 1.5411
O -3.4874 -2.8005 2.6273
C -2.6594 -1.6742 2.9368
H -7.6962 -4.4850 -0.2819
H -6.8292 -5.6543 0.7800
H -5.9873 -4.7004 -0.4308
H -7.4229 -3.6585 2.0398
H -6.7336 -2.5861 0.8188
H -3.2537 -0.8472 3.3305
H -2.1345 -1.2400 2.0932
H -2.0044 -1.9314 3.7613
C -1.4555 -2.4242 7.1984
C -1.4741 -0.9031 7.0807
O -1.6273 -0.5401 5.7081
C -0.7827 0.3414 5.1676
O 0.3154 0.6227 5.5567
O -1.4606 0.9162 4.1735
C -0.8966 1.8178 3.2369
H -2.1713 -2.9237 6.5477
H -1.6091 -2.7266 8.2333
H -0.4716 -2.7777 6.8842
H -0.5761 -0.4528 7.4981
H -2.3743 -0.5318 7.5770
H -0.2157 1.3258 2.5517
H -0.3863 2.6345 3.7558
H -1.7080 2.3003 2.6987
C 5.9321 -4.5370 -1.6292
C 5.5752 -5.1783 -0.2890
O 4.1678 -5.2656 -0.1545
C 3.6112 -6.3763 0.2879
O 4.1644 -7.3705 0.7100
O 2.3049 -6.1486 0.4311
C 1.4782 -7.2660 0.7574
H 5.7647 -3.4603 -1.5850
H 5.3171 -4.8990 -2.4531
H 6.9676 -4.7696 -1.8730
H 6.0099 -4.6171 0.5370
H 6.0564 -6.1579 -0.2742
H 1.6455 -8.0333 0.0053
H 0.4370 -6.9558 0.7521
H 1.7138 -7.5639 1.7804
C 2.5110 1.3616 3.3340
C 3.6786 1.3694 2.3790
O 4.6429 2.3798 2.6154
C 5.7765 2.0536 3.2362
O 6.1163 0.9486 3.5510
O 6.4676 3.1767 3.4133
C 7.7990 2.9895 3.8443
H 2.7675 1.1647 4.3744
H 1.7790 0.6570 2.9474
H 2.0187 2.3362 3.4217
H 3.3253 1.4711 1.3508
H 4.1197 0.3684 2.3766
H 8.3048 3.9552 3.8734
H 8.3766 2.3235 3.2073
H 7.8589 2.6655 4.8862
C -1.3798 -2.3046 -3.9666
C -0.8501 -3.2688 -2.9333
O -1.9619 -3.7968 -2.2129
C -1.7317 -4.6453 -1.2142
O -0.6800 -5.1833 -0.9828
O -2.8627 -4.7874 -0.5301
C -2.8602 -5.6238 0.5957
H -2.1238 -2.6767 -4.6693
H -0.5769 -1.8388 -4.5416
H -1.8377 -1.4566 -3.4486
H -0.1465 -2.7424 -2.2855
H -0.2717 -4.0965 -3.3523
H -2.5220 -5.1240 1.5106
H -2.1642 -6.4625 0.5099
H -3.8535 -5.9852 0.8433
```

- 2S+1: 1
- Net charge: 0
- HOMO: -10.40 eV
- Maximum force: 2.237 eV Å⁻¹
- Molar mass: 1164.161 g mol⁻¹
- SMILES string: O=[N+]([O-])c1ccccc1.CCOC(=O)OC.CCOC(=O)OC.CCOC(=O)OC.CCOC(=O)OC.CCOC(=O)OC.CCOC(=O)OC.CCOC(=O)OC.CCOC(=O)OC.CCOC(=O)OC.CCOC(=O)OC
- Electronic energy: -116089.275 eV

These are the Mulliken partial charges, in e, on atoms 1 to 99: -0.547 1.024 -0.454 -0.051 0.061 -0.784 -0.318 -0.729 -0.190 0.367 0.435 0.365 0.380 0.457 -0.015 -0.280 -0.445 0.771 -0.469 -0.437 -0.120 0.489 -0.589 0.253 0.320 0.013 0.260 0.316 -0.209 -0.119 0.049 -0.420 0.501 0.068 -0.311 1.155 -0.605 -0.635 0.738 0.135 0.500 -0.255 -0.420 -0.375 -0.967 0.606 -0.527 0.902 -0.604 -0.413 -0.229 0.340 0.362 -0.262 -0.508 0.872 0.356 0.165 -0.113 -1.064 0.115 -0.461 0.664 -0.366 -0.417 -0.100 0.413 0.313 0.180 0.295 0.045 -0.139 0.346 0.163 -0.818 0.152 -0.260 0.717 -0.569 -0.350 -0.670 0.418 0.156 0.066 0.131 0.211 0.234 0.291 0.310 -1.114 -0.201 -0.416 0.826 -0.642 -0.333 -0.305 0.398 0.337 0.189

[4]
DFT (wB97M-V/def2-TZVPD) results for a molecular structure, C16H26B2N6O2Ru at a distorted geometry.

Geometry as XYZ:
```
53
C16H26B2N6O2Ru | OMol25 | wB97M-V/def2-TZVPD
C -0.5089 3.3635 -1.0286
N -0.1986 2.0733 -1.3639
N 0.1073 2.0922 -2.7324
C -0.0243 3.3478 -3.2073
C -0.3652 4.1957 -2.1608
B 0.4578 0.7919 -3.5016
N 1.5486 -0.1366 -2.8728
N 1.5705 -0.4520 -1.5045
C 2.5360 -1.4008 -1.3323
C 3.1490 -1.6492 -2.5624
C 2.4759 -0.8872 -3.5035
Ru 0.1558 0.3738 -0.3234
N -0.8329 -0.0541 -3.3249
N -1.2216 -0.4470 -2.0594
C -2.3564 -1.1754 -2.2403
C -2.6849 -1.2048 -3.6072
C -1.7019 -0.4918 -4.2550
H -2.8510 -1.6590 -1.3932
H -1.5515 -0.2082 -5.3073
H -3.5425 -1.6973 -4.0757
H 0.7254 1.0080 -4.6483
H 2.6164 -0.8371 -4.5758
H 0.1771 3.5292 -4.2637
H 4.0046 -2.2826 -2.7493
H -0.4220 5.2879 -2.2466
H 2.7092 -1.8595 -0.3607
H -0.8315 3.5673 -0.0102
H -0.5814 -1.7178 0.1760
C -0.3677 -2.3818 1.0820
H 0.0992 -3.3109 0.7194
H 0.2978 -1.8835 1.8027
H -1.3730 -2.6580 1.4986
C -0.7854 2.3475 3.1454
C 0.7301 2.5222 3.0129
C 1.1377 3.9128 3.4709
O 0.9689 2.4401 1.5894
B 1.0445 1.0351 1.3714
O 1.6702 0.3947 2.4716
C 1.5883 1.2931 3.6148
C 2.9704 1.7713 4.0870
C 0.9659 0.4894 4.7524
H -1.1421 1.4056 2.6873
H -1.2722 3.1694 2.6004
H -1.0828 2.3785 4.2000
H 0.5801 4.6372 2.8831
H 0.8680 4.1270 4.5090
H 2.2019 4.1366 3.3722
H 2.8721 2.3931 4.9852
H 3.6247 0.9535 4.4084
H 3.4845 2.3877 3.3439
H 0.0020 0.0395 4.4955
H 1.6402 -0.2913 5.1299
H 0.7906 1.1104 5.6318
```

- 2S+1: 5
- Net charge: +4
- HOMO (spin up / spin down): -22.05 / -21.95 eV
- Expectation value of S²: 6.0496
- Maximum force: 4.295 eV Å⁻¹
- Molar mass: 457.118 g mol⁻¹
- Electronic energy: -33936.284 eV

Formally, the Mulliken partial charges of the atoms, in units of the elementary charge, are as follows: -0.305 0.011 0.156 0.012 -1.060 -0.120 0.081 0.325 -0.343 -0.920 0.037 0.541 0.335 0.170 -0.304 -0.878 0.150 0.527 0.498 0.469 0.061 0.535 0.498 0.485 0.444 0.568 0.550 -0.148 -0.577 0.344 0.231 0.360 -1.464 0.845 -1.590 -0.402 1.050 -0.350 1.488 -1.764 -1.611 0.213 0.459 0.471 0.477 0.397 0.410 0.459 0.516 0.382 0.369 0.472 0.439

- Look up the maximum force of the first one.
  3.219 eV Å⁻¹